ORCA calculation (ωB97M-V/def2-TZVPD) on 2 unconnected molecules or ions with the total composition C29H30ClN3O5S in a non-equilibrium geometry.

Atoms and positions in Å:
1 C 3.478483 -3.814540 -3.378153
2 N 2.946394 -3.727488 -2.035847
3 C 3.727760 -3.929969 -0.932728
4 O 4.937007 -4.146259 -0.948768
5 C 2.816342 -3.811936 0.292416
6 C 3.227696 -2.688817 1.254698
7 C 4.640326 -2.858151 1.766361
8 C 5.577320 -1.837604 1.569593
9 C 6.904696 -2.031644 1.959303
10 C 7.287603 -3.238576 2.557300
11 C 6.338073 -4.244037 2.782425
12 C 5.010544 -4.049770 2.391107
13 N 1.500409 -3.583263 -0.303569
14 C 0.408091 -3.331780 0.441951
15 C -0.875744 -3.220094 -0.088043
16 C -2.023321 -3.000728 0.668377
17 C -3.350955 -3.077641 0.126125
18 C -4.462670 -3.374680 0.974743
19 C -5.733544 -3.583210 0.477537
20 C -5.967500 -3.443128 -0.905269
21 N -7.313829 -3.353284 -1.368093
22 O -7.518586 -3.134243 -2.583154
23 O -8.238157 -3.482008 -0.530747
24 C -4.894354 -3.169085 -1.786218
25 C -3.623888 -2.950537 -1.276333
26 C 1.520121 -3.599371 -1.775578
27 C 1.007315 -2.287273 -2.391143
28 C 0.793141 -4.817073 -2.369022
29 H 4.563071 -3.943495 -3.332860
30 H 3.036672 -4.662781 -3.917907
31 H 3.246804 -2.899620 -3.935946
32 H 2.845857 -4.780297 0.825546
33 H 3.133326 -1.726115 0.725507
34 H 2.517152 -2.665551 2.097965
35 H 5.256103 -0.917014 1.074590
36 H 7.634420 -1.241236 1.774163
37 H 8.326233 -3.390265 2.853383
38 H 6.625819 -5.187444 3.243020
39 H 4.257486 -4.827725 2.539111
40 H 0.559922 -3.266530 1.524193
41 H -0.998843 -3.403533 -1.157241
42 H -1.928319 -2.826794 1.740654
43 H -4.295632 -3.479591 2.044260
44 H -6.566173 -3.833340 1.128877
45 H -5.098681 -3.118836 -2.851368
46 H -2.819181 -2.688183 -1.964600
47 H 1.682013 -1.463451 -2.119949
48 H 0.980435 -2.394858 -3.482580
49 H 0.006589 -2.041589 -2.035013
50 H 1.412187 -5.716763 -2.245790
51 H -0.159071 -5.002369 -1.870215
52 H 0.613188 -4.640312 -3.436984
53 Cl -3.502671 -1.872781 4.054536
54 C -2.176669 -1.180031 3.325466
55 S -0.864598 -0.616394 4.276294
56 C -0.546418 1.092654 3.764561
57 C 0.358238 1.339086 2.729003
58 C 0.751468 2.654417 2.458435
59 C 0.210926 3.707815 3.201317
60 C -0.766984 3.459731 4.170729
61 C -1.165017 2.146875 4.438564
62 O -1.215492 -0.521832 5.671385
63 O 0.344621 -1.308341 3.861565
64 H -2.254436 -0.764974 2.326158
65 H 0.775986 0.508895 2.165316
66 H 1.492855 2.835247 1.677654
67 H 0.541030 4.729438 3.012812
68 H -1.215703 4.274769 4.739319
69 H -1.924491 1.943438 5.191521

Atomic forces in eV per Å
-0.2 0.0 -0.3
0.5 -0.1 0.5
1.1 0.0 -0.3
-1.7 0.3 0.2
0.6 -0.3 0.2
-0.1 0.3 0.1
0.0 0.1 0.0
0.0 -0.5 0.0
-0.2 -0.1 0.0
-0.3 0.1 0.0
-0.2 0.2 -0.2
0.4 0.2 0.0
-1.2 0.3 1.0
1.0 -0.4 -0.4
-1.2 0.2 -0.3
1.3 -0.5 0.3
-1.8 0.1 -1.0
1.1 -0.1 -0.2
-0.4 0.2 -0.9
2.1 0.6 1.0
-3.2 -0.2 -1.1
0.6 -0.4 2.2
1.9 0.2 -1.6
-0.6 0.0 0.4
0.1 -0.5 0.8
0.1 0.0 -0.8
0.2 0.1 0.2
0.0 -0.2 0.1
-0.3 0.0 0.2
0.2 0.1 0.1
0.1 -0.1 0.1
-0.1 0.3 -0.3
0.0 -0.3 0.2
0.2 0.0 -0.2
0.2 -0.3 0.2
-0.2 -0.3 0.1
-0.3 0.0 -0.1
0.0 0.2 -0.1
0.3 0.1 0.1
0.0 0.1 -0.3
-0.1 0.1 0.6
0.0 -0.2 0.1
0.1 0.1 -0.2
0.2 0.2 -0.1
0.0 0.2 0.2
-0.2 -0.1 0.2
-0.2 -0.2 -0.1
0.0 0.1 0.3
0.2 0.1 -0.2
-0.2 0.2 0.0
0.1 0.0 -0.2
0.0 -0.2 0.3
-1.5 -0.6 0.7
1.8 0.8 -0.7
-0.5 0.6 -1.1
-0.1 -0.1 -0.3
0.0 0.4 0.2
-0.2 -0.2 0.1
-0.1 -0.1 0.0
0.0 -0.3 -0.1
0.3 0.1 0.0
0.0 -0.5 0.1
0.3 -0.2 0.1
-0.2 0.2 0.3
0.0 0.1 0.2
-0.2 0.1 0.2
-0.1 -0.2 0.0
0.2 -0.2 -0.2
0.3 0.0 -0.1

As for the max |F|: 3.4 eV Å⁻¹. The gap between HOMO and LUMO comes out at 3.3963 eV. For the LUMO energy, the calculation gives -2.7 eV. The value obtained for the energy is -2521.6849 a.u. The energy above the lowest of the compared OMol25 structures with the same formula, charge and spin is 22.9 kcal per mole.